Record 1
Density functional theory data (ωB97M-V/def2-TZVPD) for a 11-piece molecular cluster, C18H58BN12O14 overall at a distorted geometry.

Each line ends with the Mulliken charge.
Element x y z (Å)
N: -0.624 0.265 0.469  1.380
H: -0.882 -0.722 0.130  0.230
H: 0.311 0.475 0.069  0.222
H: -0.471 0.300 1.490  0.079
H: -1.315 0.899 0.027  -0.165
N: -2.361 -2.791 2.469  -0.121
H: -1.604 -3.129 1.814  0.162
H: -2.428 -3.358 3.306  0.409
H: -3.274 -2.585 2.085  0.383
H: -1.930 -1.898 2.824  0.186
B: -0.758 0.596 -4.108  1.191
H: -0.132 -0.260 -3.608  -0.626
H: -1.859 0.665 -3.693  -0.460
H: -0.232 1.658 -3.969  -0.356
H: -0.876 0.406 -5.272  -0.371
C: 0.194 -0.140 3.668  0.124
O: 0.850 0.764 3.001  -0.590
O: 0.907 -0.915 4.410  -0.742
O: -1.033 -0.430 3.307  -0.809
C: -1.209 -3.539 -0.579  0.188
O: -0.751 -4.200 0.475  -0.948
O: -1.594 -4.213 -1.642  -0.823
O: -1.186 -2.210 -0.634  -0.693
C: -4.157 -0.231 -2.483  -0.712
O: -3.634 -0.894 -3.604  -0.102
C: -4.358 -0.634 -4.770  -0.533
C: -3.823 -1.554 -5.832  -1.021
N: -2.415 -1.338 -6.187  0.192
C: -1.804 -2.454 -6.867  -0.840
C: -0.265 -2.468 -6.699  -0.726
O: 0.072 -2.142 -5.404  0.010
C: 1.399 -2.127 -5.042  -0.951
H: -4.125 0.845 -2.697  0.277
H: -3.597 -0.481 -1.587  -0.013
H: -5.187 -0.593 -2.328  0.376
H: -4.260 0.436 -5.030  0.292
H: -5.415 -0.856 -4.533  0.441
H: -4.388 -1.370 -6.771  0.364
H: -4.015 -2.584 -5.529  0.364
H: -2.441 -0.536 -6.805  0.207
H: -2.037 -2.580 -7.942  0.259
H: -2.125 -3.391 -6.404  0.380
H: 0.176 -1.804 -7.464  0.291
H: 0.026 -3.528 -6.822  0.374
H: 2.040 -1.376 -5.516  0.278
H: 1.827 -3.117 -5.304  0.418
H: 1.469 -2.137 -3.958  0.212
C: 2.906 -1.827 1.072  -0.497
O: 3.206 -1.681 2.432  0.073
C: 4.283 -2.449 2.888  -0.820
C: 4.416 -2.297 4.371  -0.603
N: 4.803 -0.917 4.711  -0.145
C: 4.831 -0.618 6.148  -0.839
C: 4.317 0.791 6.335  -0.667
O: 3.120 0.973 5.645  0.035
C: 2.542 2.239 5.842  -0.757
H: 3.654 -1.354 0.412  0.249
H: 2.019 -1.230 0.864  -0.215
H: 2.692 -2.859 0.781  0.369
H: 5.202 -2.187 2.345  0.278
H: 4.046 -3.509 2.708  0.329
H: 5.213 -2.965 4.765  0.364
H: 3.617 -2.627 5.034  0.448
H: 5.749 -0.741 4.389  0.208
H: 5.799 -0.794 6.638  0.382
H: 4.154 -1.263 6.717  0.369
H: 5.035 1.527 5.934  0.332
H: 4.150 1.025 7.400  0.371
H: 2.159 2.256 6.877  0.323
H: 1.623 2.282 5.258  0.028
H: 3.274 3.003 5.565  0.325
C: 0.790 4.484 1.609  0.480
O: 1.115 5.593 1.142  -0.769
N: 1.690 3.599 2.132  -0.245
N: -0.480 3.943 1.523  -0.355
H: 2.648 3.598 1.833  0.191
H: 1.410 2.661 2.421  0.261
H: -0.564 2.969 1.264  0.256
H: -1.177 4.513 1.077  0.218
C: -4.503 0.738 3.304  0.463
O: -5.725 0.787 3.082  -0.744
N: -3.985 0.063 4.411  -0.317
N: -3.477 1.100 2.459  -0.048
H: -2.979 -0.108 4.453  0.226
H: -4.497 -0.269 5.201  0.145
H: -2.556 0.877 2.830  0.144
H: -3.683 1.933 1.936  0.075
C: -2.298 3.230 -1.444  0.506
O: -2.195 2.409 -0.525  -0.598
N: -3.005 4.427 -1.289  -0.561
N: -1.738 3.110 -2.695  -0.193
H: -2.902 5.101 -2.012  0.136
H: -3.286 4.515 -0.327  0.289
H: -1.288 2.192 -2.948  -0.006
H: -1.904 3.872 -3.316  0.092
C: 2.676 1.392 -1.190  0.371
O: 1.629 1.337 -0.577  -0.503
N: 3.889 1.822 -0.648  -0.485
N: 2.766 1.093 -2.521  -0.383
H: 3.896 1.763 0.360  0.260
H: 4.733 1.618 -1.143  0.184
H: 3.584 1.357 -3.026  0.112
H: 1.896 0.777 -2.967  0.170

## Properties
Charge: -3
HOMO energy in eV: 2.0
Kohn-Sham gap in Eh: 0.1424
Energy relative to the best compared isomer or geometry (same formula, charge and spin) in kcal/mol: 0.00
Lowest unoccupied orbital energy in eV: 5.91



Record 2
Density functional theory data (ωB97M-V/def2-TZVPD) for C18H18FeNO9P3 as an isolated structure at a distorted geometry.

Each line ends with the Mulliken spin population.
Element x y z (Å)
Fe: 1.408 -1.384 -1.185  3.886
O: 2.428 -3.917 1.942  0.000
P: 2.473 -2.459 1.300  -0.003
O: 2.548 -1.379 2.287  0.010
O: 1.261 -2.416 0.341  0.141
O: 3.732 -2.579 0.317  0.003
P: 4.307 -1.167 -0.326  -0.001
O: 4.790 -1.699 -1.747  0.002
O: 5.379 -0.590 0.466  0.014
O: 3.037 -0.338 -0.559  0.161
H: 2.963 -3.924 2.735  0.000
H: 4.068 -1.977 -2.320  -0.001
N: -1.003 -2.278 -1.867  0.053
C: -1.939 -1.801 -0.948  -0.014
C: -3.077 -2.538 -0.623  0.009
C: -4.014 -2.023 0.252  -0.003
C: -3.851 -0.761 0.802  0.005
C: -2.711 -0.037 0.513  0.000
C: -1.731 -0.568 -0.318  0.011
P: -0.150 0.323 -0.563  0.003
C: -0.858 1.892 -1.200  0.011
C: -1.281 1.925 -2.528  0.002
C: -1.978 3.017 -3.015  -0.001
C: -2.255 4.089 -2.180  0.004
C: -1.811 4.074 -0.868  -0.001
C: -1.112 2.985 -0.377  0.003
C: 0.430 0.752 1.098  0.017
C: -0.097 0.218 2.269  0.004
C: 0.457 0.568 3.486  -0.001
C: 1.553 1.412 3.543  0.005
C: 2.113 1.903 2.374  -0.004
C: 1.556 1.576 1.154  -0.001
H: -1.167 -3.234 -2.157  0.001
H: -0.814 -1.676 -2.660  -0.002
H: -3.234 -3.508 -1.076  0.000
H: -4.896 -2.599 0.482  0.000
H: -4.601 -0.347 1.457  0.000
H: -2.567 0.947 0.933  0.000
H: -1.056 1.087 -3.173  0.000
H: -2.315 3.031 -4.042  0.000
H: -2.814 4.932 -2.556  0.000
H: -2.025 4.913 -0.224  0.000
H: -0.771 2.980 0.648  0.000
H: -0.930 -0.468 2.230  -0.001
H: 0.047 0.155 4.395  0.000
H: 1.989 1.665 4.498  0.000
H: 3.000 2.516 2.415  0.000
H: 1.991 1.944 0.237  0.002
O: 1.493 -1.020 -2.918  -0.175
O: 2.034 -2.220 -2.745  -0.144

## Properties
Charge: 0
HOMO energy (spin up / spin down) in eV: -9.3 / -9.4
Kohn-Sham gap (spin up / spin down) in Eh: 0.2554 / 0.2718
Energy relative to the best compared isomer or geometry (same formula, charge and spin) in kcal/mol: 9.06
Spin multiplicity: 5
Lowest unoccupied orbital energy (spin up / spin down) in eV: -2.30 / -1.97
<S²>: 6.2986



Record 3
Density functional theory data (ωB97M-V/def2-TZVPD) for a 12-piece molecular cluster, C37H67N6O6S5 overall at a distorted geometry.

Each line ends with the Mulliken charge.
Element x y z (Å)
C: -0.646 -1.139 -0.277  0.263
C: 0.175 0.103 -0.561  0.525
C: -0.588 1.241 -1.276  1.936
O: 0.884 0.560 0.553  0.474
H: -0.844 -1.632 -1.229  -0.523
H: -1.590 -1.041 0.259  -0.264
H: 0.023 -1.853 0.204  -0.508
H: 0.936 -0.275 -1.243  0.373
H: -0.810 0.843 -2.266  -0.498
H: -0.065 2.184 -1.434  -0.072
H: -1.497 1.490 -0.729  -1.815
C: -4.959 -4.888 3.293  -0.927
S: -3.251 -4.305 3.634  0.498
O: -2.346 -4.980 2.604  -0.617
C: -3.280 -2.595 2.987  -0.524
H: -5.138 -4.864 2.219  0.265
H: -5.644 -4.178 3.757  0.343
H: -5.012 -5.897 3.702  0.333
H: -2.344 -2.277 3.447  -0.051
H: -3.996 -1.873 3.380  0.510
H: -3.230 -2.526 1.901  0.169
C: 1.055 -3.583 3.131  -0.379
S: 2.680 -3.695 4.054  0.407
O: 3.173 -5.162 4.078  -0.664
C: 3.651 -2.635 2.923  0.104
H: 0.282 -3.971 3.795  0.355
H: 0.865 -4.312 2.343  0.460
H: 0.778 -2.564 2.862  -0.328
H: 3.243 -2.721 1.916  -0.341
H: 4.726 -2.811 2.877  0.445
H: 3.399 -1.592 3.114  -0.187
C: -3.877 0.236 -3.435  -0.905
S: -4.395 -0.399 -1.753  0.755
O: -5.945 -0.364 -1.629  -0.747
C: -4.082 -2.181 -2.065  -0.749
H: -4.225 1.217 -3.759  0.448
H: -4.232 -0.342 -4.289  0.412
H: -2.799 0.375 -3.518  0.024
H: -4.614 -2.804 -1.345  0.470
H: -3.013 -2.343 -2.196  -0.229
H: -4.508 -2.345 -3.054  0.447
C: 3.838 -5.298 0.465  -0.848
S: 3.924 -3.820 -0.754  0.619
O: 4.553 -4.262 -2.080  -0.706
C: 2.094 -3.522 -1.040  -0.357
H: 3.164 -5.260 1.321  0.175
H: 4.861 -5.428 0.818  0.320
H: 3.327 -6.184 0.090  0.354
H: 1.398 -4.286 -1.387  0.542
H: 1.978 -2.620 -1.639  0.009
H: 1.730 -3.288 -0.039  -0.191
C: -0.155 3.469 -4.245  -0.973
S: 1.162 2.222 -4.359  0.890
O: 1.133 1.562 -5.747  -0.724
C: 2.494 3.445 -4.459  -1.328
H: -0.172 4.008 -3.298  0.170
H: -1.089 3.040 -4.608  0.306
H: 0.017 4.344 -4.871  0.447
H: 3.415 2.864 -4.399  0.373
H: 2.449 4.256 -3.732  0.359
H: 2.709 3.875 -5.437  0.397
N: -2.791 3.932 -0.619  0.202
C: -4.184 4.211 -0.539  -0.606
C: -4.255 5.583 -0.652  -0.498
C: -2.933 6.120 -0.730  -0.720
C: -2.064 5.082 -0.776  -0.282
H: -2.304 3.055 -0.507  0.377
H: -4.957 3.456 -0.557  0.448
H: -5.212 6.077 -0.728  0.380
H: -2.677 7.166 -0.814  0.408
H: -0.986 5.080 -0.708  0.367
N: 3.594 0.408 -0.260  0.541
C: 4.283 0.995 -1.314  -0.741
C: 5.600 0.501 -1.238  -0.584
C: 5.716 -0.240 -0.097  -0.757
C: 4.513 -0.268 0.507  -0.054
H: 2.610 0.281 -0.072  -0.028
H: 3.770 1.525 -2.103  0.511
H: 6.426 0.666 -1.914  0.419
H: 6.637 -0.602 0.335  0.430
H: 4.066 -0.488 1.465  -0.004
N: -1.896 1.053 2.098  0.627
C: -3.156 0.942 1.688  0.010
C: -4.058 0.943 2.775  -1.314
C: -3.326 0.812 3.950  -0.692
C: -1.966 0.986 3.457  -0.697
H: -1.035 0.995 1.575  0.123
H: -3.334 0.870 0.625  0.400
H: -5.136 0.879 2.802  0.407
H: -3.508 0.650 5.002  0.420
H: -1.003 0.887 3.937  0.579
N: 1.730 0.409 3.400  1.262
C: 2.806 1.170 3.900  -0.674
C: 2.971 0.836 5.228  -0.725
C: 2.036 -0.149 5.580  -1.065
C: 1.355 -0.467 4.405  -0.650
H: 1.414 0.296 2.447  -0.272
H: 3.323 1.827 3.216  0.511
H: 3.747 1.322 5.800  0.413
H: 1.882 -0.564 6.565  0.462
H: 0.564 -1.194 4.292  0.679
N: 0.021 -1.192 -4.712  0.060
C: -0.714 -1.342 -5.860  -0.353
C: -1.628 -2.403 -5.651  -0.962
C: -1.454 -2.823 -4.333  -0.462
C: -0.377 -2.142 -3.832  -0.122
H: 0.688 -0.447 -4.571  0.231
H: -0.390 -0.797 -6.735  0.498
H: -2.127 -2.888 -6.477  0.424
H: -2.142 -3.511 -3.865  0.605
H: 0.161 -2.247 -2.902  0.287
N: 1.556 3.405 0.901  0.527
C: 1.489 4.132 2.099  -0.577
C: 1.866 5.436 1.777  -0.898
C: 2.103 5.494 0.400  -0.534
C: 1.970 4.260 -0.110  -0.916
H: 1.268 2.448 0.757  -0.077
H: 1.231 3.609 3.008  0.558
H: 2.044 6.359 2.309  0.370
H: 2.449 6.413 -0.049  0.423
H: 1.956 3.974 -1.151  0.778

## Properties
Charge: -1
HOMO energy in eV: -5.8
Kohn-Sham gap in Eh: 0.2878
Energy relative to the best compared isomer or geometry (same formula, charge and spin) in kcal/mol: 0.00
Lowest unoccupied orbital energy in eV: 2.02